Record 1
{
  "formula": "C4H11N3",
  "method": "ωB97M-V/def2-TZVPD",
  "smiles": "CCC(=[NH2+])/[NH+]=C/N",
  "orbital_gap_ev": 10.78,
  "e_homo_ev": -20.21,
  "total_charge": 2,
  "symbols": ["C", "C", "C", "N", "N", "C", "N", "H", "H", "H", "H", "H", "H", "H", "H", "H", "H", "H"],
  "positions_angstrom": [[-2.65134, -0.29820, -0.37781], [-1.32550, -0.42645, 0.47184], [-0.21885, 0.52792, 0.01671], [-0.41326, 1.63268, -0.60359], [1.08722, 0.08270, 0.41290], [2.32621, 0.19400, -0.15414], [3.39547, -0.23764, 0.41919], [-2.47121, -0.40849, -1.47052], [-3.45845, -1.02831, -0.12938], [-3.07470, 0.66518, -0.16887], [-1.33706, -0.07473, 1.48894], [-1.03630, -1.42858, 0.52027], [-1.28228, 1.98420, -0.96866], [0.22762, 2.41265, -0.68260], [1.25895, -0.42901, 1.33924], [2.35284, 0.77399, -1.08804], [4.30546, -0.16306, -0.18407], [3.45149, -0.65807, 1.33238]],
  "atomic_forces_ev_per_a": [[0.27, -0.27, 0.28], [-0.71, 2.06, -1.96], [0.31, -2.28, 0.39], [0.77, 0.84, -0.03], [1.62, -0.42, 1.71], [-1.80, 1.55, -0.29], [2.12, 0.55, -2.69], [0.15, 0.08, 0.77], [1.03, 0.35, 0.19], [-0.42, 0.59, -0.14], [-1.00, 0.11, 1.01], [1.08, -1.49, -0.14], [-1.11, -0.83, 0.05], [0.93, -0.33, 0.13], [-1.83, 0.71, -1.52], [0.46, -0.67, 0.14], [-1.95, -0.26, 1.80], [0.07, -0.29, 0.31]],
  "mulliken_charge": [-1.294, -0.417, 0.466, -0.227, -0.226, 0.215, -0.253, 0.365, 0.346, 0.391, 0.415, 0.410, 0.274, 0.286, 0.302, 0.345, 0.344, 0.257]
}



Record 2
{
  "formula": "C4H11N3O",
  "method": "ωB97M-V/def2-TZVPD",
  "smiles": "[H]/N=C/C.CC(=O)NN",
  "orbital_gap_ev": [7.07, 7.07],
  "e_homo_ev": [-8.18, -8.18],
  "symbols": ["H", "N", "C", "C", "H", "H", "H", "H", "C", "C", "O", "N", "N", "H", "H", "H", "H", "H", "H"],
  "positions_angstrom": [[-2.08957, -1.58620, -0.62496], [-1.26886, -1.63347, -1.23309], [-0.08708, -1.16288, -0.82538], [0.89427, -0.74825, -1.90878], [0.41322, -1.77925, -0.05559], [1.25677, -1.62987, -2.43942], [0.40324, -0.06707, -2.60593], [1.75515, -0.25152, -1.45723], [-1.80895, 0.58282, 1.01294], [-0.46334, 0.69231, 0.32796], [-0.23636, 1.69237, -0.35345], [0.73883, 0.53620, 1.59695], [1.89239, 1.20327, 1.31919], [-1.95144, 1.42023, 1.69793], [-1.89880, -0.38981, 1.50033], [-2.60067, 0.66927, 0.26400], [0.81279, -0.25174, 2.23796], [1.66306, 2.03493, 0.76365], [2.57536, 0.66866, 0.78293]],
  "atomic_forces_ev_per_a": [[0.81, -1.35, 0.64], [1.14, 3.75, -0.12], [-1.11, -4.62, -2.28], [-0.31, 0.42, 0.41], [-0.33, 1.33, 1.02], [-0.10, -0.06, 0.04], [0.12, -0.13, 0.02], [-0.03, 0.05, -0.07], [-0.52, -1.19, -0.79], [1.87, 4.56, 3.59], [0.16, -2.78, 0.21], [-2.80, 0.29, -2.38], [0.69, 0.29, -0.28], [0.43, -0.25, 0.03], [-0.13, 0.21, 0.28], [0.12, -0.10, -0.05], [0.11, 0.03, -0.68], [-0.03, -0.35, 0.39], [-0.08, -0.10, 0.00]],
  "mulliken_charge": [0.270, -0.683, 0.394, -1.035, 0.247, 0.360, 0.276, 0.265, -1.491, 0.893, -0.585, -0.177, -0.569, 0.367, 0.337, 0.381, 0.217, 0.297, 0.237]
}



Record 3
{
  "formula": "C4H11N3O",
  "method": "ωB97M-V/def2-TZVPD",
  "smiles": "[H]/N=C(\\C)N.CC(N)=O",
  "orbital_gap_ev": 8.72,
  "e_homo_ev": -7.92,
  "symbols": ["H", "N", "C", "C", "N", "H", "H", "H", "H", "H", "C", "C", "N", "O", "H", "H", "H", "H", "H"],
  "positions_angstrom": [[0.20410, 0.77892, 3.00209], [0.55792, 0.63496, 2.06370], [-0.18435, -0.07971, 1.29026], [-0.64420, -1.49768, 1.51227], [-1.14496, 0.67657, 0.32823], [0.12153, -2.05773, 2.04704], [-1.58501, -1.49590, 2.06216], [-0.84984, -1.97577, 0.55200], [-2.07839, 0.30280, 0.20971], [-1.10108, 1.67543, 0.49718], [0.59263, 1.02050, -2.32421], [0.02981, 0.03062, -1.31021], [1.09811, -0.25794, -0.24617], [-0.62618, -0.93444, -1.70842], [1.43355, 0.55600, -2.83988], [-0.15907, 1.22653, -3.08423], [0.96792, 1.93108, -1.85623], [1.75068, -1.00571, -0.44104], [1.61683, 0.47148, 0.24575]],
  "atomic_forces_ev_per_a": [[0.46, -0.46, 0.09], [-0.58, 0.66, 0.01], [-1.19, 0.76, -0.20], [-0.11, -0.06, -0.53], [1.67, -0.32, 0.37], [-0.11, 0.11, 0.04], [0.01, 0.06, 0.26], [0.04, -0.01, 0.05], [0.14, -0.04, -0.05], [-0.14, -0.21, 0.39], [-1.04, 0.85, 0.42], [2.34, -2.85, -1.46], [-1.05, 0.21, 0.45], [0.64, 1.38, 0.92], [-0.03, -0.34, 0.30], [-0.04, 0.23, 0.07], [-0.15, 0.08, -0.08], [-0.49, -0.41, -0.34], [-0.38, 0.35, -0.72]],
  "mulliken_charge": [0.214, -0.894, 0.956, -1.318, -0.560, 0.315, 0.351, 0.377, 0.243, 0.335, -1.187, 0.710, -0.485, -0.594, 0.306, 0.344, 0.334, 0.245, 0.308]
}



Record 4
{
  "formula": "C4H11N3O",
  "method": "ωB97M-V/def2-TZVPD",
  "orbital_gap_ev": 8.73,
  "e_homo_ev": -7.91,
  "symbols": ["C", "N", "N", "H", "H", "H", "H", "H", "H", "C", "C", "C", "N", "O", "H", "H", "H", "H", "H"],
  "positions_angstrom": [[-2.30170, -0.18019, 1.19478], [-1.17772, -0.42127, 0.28595], [-1.32971, -1.63555, -0.47073], [-0.19751, -0.44650, 0.73495], [-0.39901, -1.82085, -0.87422], [-1.97775, -1.46425, -1.24145], [-3.23602, -0.11493, 0.63311], [-2.14615, 0.76526, 1.71318], [-2.37497, -1.00889, 1.89840], [2.58351, 1.00572, 0.18149], [1.42020, 0.18586, -0.29928], [-0.42966, 0.97922, -0.71366], [1.56001, -0.93561, -0.92094], [-0.69535, 2.10309, -0.38039], [2.54250, -1.25157, -0.95633], [-0.46462, 0.57309, -1.73219], [3.54750, 0.58297, -0.13383], [2.50369, 2.03040, -0.19328], [2.57274, 1.05401, 1.27444]],
  "atomic_forces_ev_per_a": [[0.25, -0.01, -0.12], [1.93, 0.29, -0.14], [0.25, -0.08, 0.18], [-2.33, -0.46, -0.31], [-0.36, 0.17, 0.09], [0.18, 0.22, 0.18], [0.18, -0.02, -0.09], [0.08, -0.05, -0.04], [-0.03, 0.06, 0.06], [-0.16, 0.06, 0.25], [-0.89, -0.08, -1.88], [2.05, -0.12, 0.64], [-0.15, 0.78, 0.83], [-0.12, -0.57, 0.20], [-0.26, 0.14, 0.05], [-0.38, -0.38, 0.04], [-0.20, 0.00, 0.01], [-0.05, -0.09, 0.08], [0.01, 0.12, -0.05]],
  "mulliken_charge": [-0.827, 0.065, -0.764, 0.346, 0.350, 0.253, 0.269, 0.343, 0.318, -1.169, 0.276, 0.295, -0.628, -0.574, 0.207, 0.359, 0.398, 0.245, 0.237]
}



Record 5
{
  "formula": "C4H11N3O",
  "method": "ωB97M-V/def2-TZVPD",
  "orbital_gap_ev": 8.80,
  "e_homo_ev": -7.88,
  "symbols": ["C", "C", "C", "C", "H", "H", "H", "H", "H", "H", "H", "H", "H", "H", "H", "N", "N", "N", "O"],
  "positions_angstrom": [[-0.15234, 1.68776, -2.14686], [0.21052, 0.26300, -0.39066], [-0.12101, -0.23739, 2.05902], [-1.62848, -1.32623, 0.30009], [0.65148, 2.32716, -1.73731], [0.51172, 1.04390, -2.71728], [-0.99082, 2.34281, -2.58598], [3.20645, -0.50381, -0.29021], [1.56933, -1.13016, 0.53791], [0.02597, -1.17257, 2.74046], [-0.93536, 0.31621, 2.57001], [0.82460, 0.35513, 2.03419], [-1.72982, -2.64920, 0.40679], [-1.60281, -0.78421, -0.95249], [-2.49463, -0.95254, 1.14807], [1.46161, 0.48168, -0.67899], [2.23061, -0.30324, 0.16597], [-0.32353, -0.63969, 0.64051], [-0.71350, 0.88140, -1.10323]],
  "atomic_forces_ev_per_a": [[-0.08, 1.37, 0.30], [0.84, -0.25, 0.99], [1.15, -1.15, 0.41], [-0.56, 0.47, -0.86], [-0.79, 0.26, 0.27], [-0.77, -0.15, -1.13], [1.42, -1.59, 0.31], [-2.91, 0.04, 1.18], [2.55, 1.61, -1.23], [-0.02, 1.42, -1.37], [0.13, 0.02, -0.88], [-0.76, -0.40, 0.54], [0.96, 4.13, -0.59], [-1.69, -2.59, 3.88], [2.16, -0.69, -2.91], [-1.93, -1.59, 1.51], [1.77, -1.95, 0.40], [-0.52, -0.19, -0.14], [-0.95, 1.19, -0.70]],
  "mulliken_charge": [-0.816, 0.826, -0.910, -0.783, 0.313, 0.366, 0.214, 0.242, 0.283, 0.271, 0.373, 0.349, 0.215, 0.347, 0.206, -0.415, -0.556, -0.123, -0.402]
}



Record 6
{
  "formula": "C4H11N3O",
  "method": "ωB97M-V/def2-TZVPD",
  "orbital_gap_ev": 6.00,
  "e_homo_ev": -6.07,
  "symbols": ["C", "N", "C", "C", "N", "C", "N", "H", "H", "H", "H", "H", "H", "H", "H", "H", "H", "O", "H"],
  "positions_angstrom": [[-0.97122, -1.28849, -0.83142], [-0.44477, -0.01250, -0.34362], [-1.07771, 1.24176, -0.74932], [0.16763, 2.17724, -0.67145], [1.10114, 1.46992, 0.22972], [0.78491, 0.06776, 0.06718], [1.59534, -0.89888, 0.34612], [-0.20157, -2.06031, -0.82544], [-1.74745, -1.61843, -0.13342], [-1.40754, -1.22324, -1.83059], [-1.62879, 1.24685, -1.68107], [-1.64963, 1.53146, 0.14710], [-0.03975, 3.19787, -0.36963], [0.66990, 2.09320, -1.64402], [0.64767, 1.62063, 1.14320], [1.28825, -1.68630, 0.96054], [2.56348, -0.89188, 0.06500], [0.53658, -2.59508, 2.76742], [-0.18647, -2.37159, 3.35369]],
  "atomic_forces_ev_per_a": [[-0.78, -0.55, 0.72], [-0.78, -2.39, -2.34], [1.21, 1.34, 2.93], [0.30, -1.44, -1.68], [-0.55, -0.10, 0.59], [-0.24, 2.85, -0.20], [0.52, -1.66, 0.51], [0.05, 0.26, 0.07], [0.09, -0.09, -0.18], [0.16, 0.37, 0.09], [0.01, -0.38, 0.05], [-0.85, -0.01, -0.74], [0.13, -0.05, -0.03], [-0.20, 0.77, -0.01], [1.09, 0.08, 0.40], [-0.54, -0.25, 0.44], [0.04, 0.68, 0.62], [0.54, 0.44, -1.29], [-0.19, 0.14, 0.06]],
  "mulliken_charge": [-1.026, 0.124, -0.545, -0.482, -0.497, 0.395, -0.256, 0.382, 0.339, 0.316, 0.358, 0.325, 0.366, 0.299, 0.324, 0.243, 0.233, -1.034, 0.136]
}